[1]
{
  "formula": "C20H60N4O10",
  "method": "wB97M-V/def2-TZVPD",
  "species": ["N", "C", "N", "O", "H", "H", "H", "H", "N", "C", "N", "O", "H", "H", "H", "H", "C", "C", "C", "O", "H", "H", "H", "H", "H", "H", "H", "H", "C", "C", "C", "O", "H", "H", "H", "H", "H", "H", "H", "H", "C", "C", "C", "O", "H", "H", "H", "H", "H", "H", "H", "H", "C", "C", "C", "O", "H", "H", "H", "H", "H", "H", "H", "H", "C", "C", "C", "O", "H", "H", "H", "H", "H", "H", "H", "H", "C", "O", "H", "H", "H", "H", "C", "O", "H", "H", "H", "H", "C", "O", "H", "H", "H", "H"],
  "xyz": [[-26.248, -8.745, -7.181], [-25.972, -7.685, -7.808], [-25.553, -7.971, -8.994], [-26.009, -6.537, -7.397], [-26.389, -8.545, -6.201], [-26.226, -9.662, -7.604], [-25.308, -8.945, -9.101], [-25.230, -7.237, -9.608], [-22.913, -16.811, -4.187], [-23.453, -16.111, -5.147], [-24.638, -16.542, -5.379], [-22.858, -15.201, -5.749], [-22.057, -16.420, -3.821], [-23.348, -17.650, -3.831], [-25.139, -17.048, -4.662], [-25.132, -15.876, -5.956], [-18.883, -17.183, -11.351], [-18.265, -17.988, -10.273], [-19.345, -18.312, -9.257], [-17.723, -19.244, -10.781], [-19.877, -17.467, -11.697], [-18.258, -17.172, -12.243], [-19.058, -16.122, -11.169], [-17.519, -17.304, -9.868], [-18.895, -18.864, -8.432], [-20.064, -18.981, -9.731], [-19.808, -17.396, -8.890], [-18.262, -19.501, -11.533], [-13.916, -4.333, -6.811], [-13.984, -5.567, -7.689], [-13.173, -6.799, -7.231], [-15.357, -6.059, -7.718], [-14.550, -3.539, -7.205], [-12.934, -3.881, -6.949], [-14.111, -4.486, -5.750], [-13.635, -5.246, -8.671], [-13.274, -7.581, -7.984], [-13.450, -7.145, -6.236], [-12.114, -6.541, -7.263], [-15.554, -6.155, -8.653], [-17.601, -13.177, -2.563], [-17.145, -13.265, -3.978], [-15.593, -13.430, -3.949], [-17.730, -14.424, -4.511], [-18.679, -13.272, -2.436], [-17.348, -12.194, -2.165], [-17.121, -14.004, -2.038], [-17.477, -12.484, -4.663], [-15.187, -13.847, -4.870], [-15.294, -14.154, -3.192], [-15.203, -12.415, -3.869], [-18.568, -14.174, -4.909], [-27.020, -13.988, -10.105], [-28.339, -13.953, -9.325], [-28.968, -15.365, -9.258], [-28.005, -13.596, -8.063], [-26.652, -12.988, -10.332], [-27.065, -14.417, -11.106], [-26.237, -14.536, -9.581], [-29.026, -13.340, -9.909], [-29.924, -15.268, -8.743], [-28.399, -16.170, -8.791], [-29.315, -15.786, -10.202], [-28.756, -13.732, -7.480], [-23.146, -9.773, -14.986], [-22.749, -9.523, -16.445], [-23.521, -8.391, -17.130], [-21.385, -9.154, -16.426], [-22.969, -8.917, -14.335], [-22.644, -10.670, -14.624], [-24.221, -9.828, -14.810], [-22.835, -10.408, -17.075], [-24.539, -8.726, -17.329], [-23.085, -8.056, -18.071], [-23.624, -7.546, -16.449], [-21.172, -9.196, -17.361], [-20.475, -10.105, -9.060], [-20.916, -11.384, -9.387], [-20.351, -10.102, -7.977], [-19.535, -9.839, -9.545], [-21.284, -9.427, -9.331], [-21.335, -11.718, -8.591], [-22.554, -9.922, -3.127], [-23.527, -9.127, -2.515], [-21.600, -9.510, -2.798], [-22.735, -10.926, -2.744], [-22.634, -9.773, -4.204], [-24.366, -9.591, -2.567], [-14.183, -12.857, -9.759], [-12.962, -13.072, -9.090], [-14.680, -12.073, -9.189], [-14.079, -12.493, -10.782], [-14.789, -13.763, -9.763], [-12.301, -12.395, -9.255]],
  "atomic_forces_ev_per_a": [[-1.917, -4.084, 4.935], [0.966, 4.892, -0.862], [1.517, -0.877, -4.799], [-0.501, 0.599, 0.913], [-0.272, -0.979, 0.031], [-0.170, 0.252, 0.665], [0.354, 0.593, -1.024], [0.025, -0.431, 0.132], [2.740, -1.053, 2.806], [3.495, 2.351, -0.950], [-5.073, -0.172, -2.240], [-0.883, -0.579, 0.522], [-0.042, -0.686, 0.136], [0.491, 0.359, 0.129], [-0.086, 0.327, -0.356], [-0.616, -0.500, -0.067], [-0.593, 1.121, -2.297], [-1.020, -0.524, 0.005], [0.749, -0.289, 0.426], [0.291, 1.203, 0.582], [-0.108, -0.774, 0.163], [0.218, -0.115, -0.105], [0.383, 0.080, 0.745], [0.687, -0.879, 0.310], [-0.132, 0.079, 0.185], [-0.223, 0.197, 0.022], [-0.168, -0.123, 0.050], [-0.089, 0.031, -0.077], [0.536, 0.412, -0.349], [-0.660, -1.138, 1.100], [0.651, 1.102, -0.636], [0.468, 0.738, -0.633], [-0.505, -0.269, 0.096], [0.373, -0.204, 0.388], [-0.061, -0.155, -0.121], [-0.215, -0.233, -0.292], [-0.318, -0.149, 0.209], [-0.101, 0.041, -0.153], [0.218, -0.005, 0.361], [-0.387, -0.143, 0.029], [-0.482, 0.964, 0.596], [0.965, -0.841, -0.342], [-1.013, 0.219, -1.106], [-0.186, -1.426, -0.820], [-0.088, -0.083, -0.247], [0.319, -0.129, 0.468], [-0.074, 0.266, 0.319], [0.417, 0.769, 0.465], [-0.320, 0.156, -0.305], [0.021, 0.513, 0.368], [0.477, -0.240, 0.576], [-0.065, -0.176, 0.014], [0.306, 0.293, -0.622], [0.879, -3.163, -2.724], [-1.056, -0.013, -0.528], [0.214, 1.558, 2.177], [0.052, 0.238, 0.475], [-0.564, -0.346, 0.060], [-0.128, 0.047, 0.240], [-0.297, 0.617, 0.507], [-0.059, -0.040, 0.544], [0.401, 0.447, 0.240], [0.370, 0.313, -0.471], [-0.099, 0.066, 0.118], [-0.599, 0.167, -0.248], [-0.430, 0.942, 0.303], [-0.869, -0.302, 0.661], [0.552, -0.219, -0.195], [0.957, 0.131, -0.227], [-0.092, 0.170, 0.202], [-0.236, -0.715, -0.585], [-0.300, -0.426, 0.274], [-0.129, -0.024, -0.173], [0.170, -0.128, 0.068], [0.250, 0.160, -0.065], [0.727, 0.244, -0.012], [-0.466, 0.534, 0.724], [-0.028, -1.395, -0.438], [0.352, 0.682, 0.079], [-0.130, -0.144, -0.108], [0.326, 0.649, 0.008], [-0.065, -0.342, -0.253], [-0.045, 0.358, 0.244], [-0.988, 0.954, 0.649], [0.129, -0.386, -0.030], [0.732, -0.396, -0.659], [0.218, -0.684, -0.221], [-0.042, 0.144, 0.016], [-0.045, 1.080, 0.358], [0.610, -1.035, 0.096], [-0.679, -0.016, -0.191], [0.183, -0.161, -0.161], [0.272, -0.011, 0.143], [-0.344, 0.143, -0.238]],
  "multiplicity": 1,
  "max_force_ev_per_a": 6.69,
  "homo_energy_ha": -0.3526,
  "smiles": "NC(N)=O.NC(N)=O.CC(C)O.CC(C)O.CC(C)O.CC(C)O.CC(C)O.CO.CO.CO",
  "lumo_energy_ha": -0.0006,
  "e_tot_ev": -48144.946,
  "gap_ev": 9.6
}

[2]
{
  "formula": "C37H41MgN5O9Te",
  "method": "wB97M-V/def2-TZVPD",
  "species": ["Mg", "O", "C", "O", "C", "C", "C", "C", "C", "C", "O", "N", "O", "O", "N", "O", "O", "H", "H", "C", "C", "C", "C", "C", "C", "Te", "N", "C", "O", "C", "C", "C", "C", "C", "C", "C", "C", "C", "C", "C", "C", "C", "C", "C", "C", "C", "C", "H", "H", "H", "H", "H", "H", "H", "H", "H", "H", "H", "H", "H", "H", "H", "H", "H", "H", "H", "H", "H", "H", "H", "H", "H", "H", "H", "C", "N", "C", "C", "O", "N", "C", "C", "H", "H", "H", "H", "H", "H", "H", "H", "H", "H", "H", "H"],
  "xyz": [[-0.284, 0.725, -0.240], [-3.949, 0.645, 1.547], [-2.827, 0.298, 1.199], [-1.919, 1.060, 0.720], [-2.457, -1.178, 1.413], [-3.173, -1.838, 2.379], [-2.890, -3.165, 2.706], [-1.907, -3.861, 2.048], [-1.205, -3.222, 1.046], [-1.405, -1.850, 0.686], [-0.673, -1.266, -0.179], [-0.154, -4.038, 0.422], [0.127, -3.894, -0.753], [0.398, -4.864, 1.136], [-3.636, -3.834, 3.768], [-3.385, -5.006, 3.999], [-4.471, -3.188, 4.376], [-3.964, -1.303, 2.884], [-1.698, -4.890, 2.292], [2.754, -7.023, -5.977], [2.407, -5.831, -5.126], [3.275, -5.363, -4.150], [2.973, -4.249, -3.369], [3.943, -3.853, -2.285], [1.773, -3.560, -3.583], [1.288, -1.753, -2.372], [0.714, 0.369, -2.137], [0.003, 1.401, -2.482], [-0.275, 2.285, -1.581], [-0.483, 1.650, -3.879], [-0.805, 0.598, -4.726], [-1.244, 0.847, -6.018], [-1.357, 2.154, -6.473], [-1.056, 3.210, -5.621], [-0.632, 2.959, -4.324], [3.024, -0.835, -3.253], [3.175, -0.660, -4.629], [2.214, -1.204, -5.652], [4.265, 0.072, -5.109], [5.192, 0.653, -4.265], [6.332, 1.480, -4.798], [5.019, 0.481, -2.896], [3.955, -0.246, -2.379], [3.826, -0.349, -0.878], [0.858, -4.064, -4.514], [-0.507, -3.453, -4.735], [1.192, -5.179, -5.278], [3.705, -7.460, -5.670], [2.839, -6.743, -7.030], [1.988, -7.797, -5.907], [4.210, -5.888, -3.978], [4.711, -4.618, -2.163], [3.424, -3.739, -1.330], [4.436, -2.907, -2.515], [-0.723, -0.417, -4.358], [-1.499, 0.020, -6.670], [-1.690, 2.351, -7.484], [-1.163, 4.231, -5.966], [-0.418, 3.765, -3.636], [1.229, -1.372, -5.228], [2.566, -2.158, -6.052], [2.108, -0.498, -6.478], [4.369, 0.203, -6.182], [6.366, 1.445, -5.887], [7.292, 1.127, -4.416], [6.226, 2.526, -4.501], [5.727, 0.935, -2.209], [4.666, 0.149, -0.391], [3.801, -1.389, -0.546], [2.898, 0.120, -0.547], [-0.850, -2.892, -3.867], [-1.242, -4.234, -4.935], [-0.506, -2.774, -5.593], [0.475, -5.551, -6.006], [2.199, 3.243, 1.130], [2.793, 2.096, 1.805], [4.241, 2.131, 1.900], [2.085, 0.934, 1.853], [1.035, 0.792, 1.214], [2.547, -0.104, 2.600], [3.251, 0.078, 3.857], [1.869, -1.387, 2.430], [2.407, 4.145, 1.707], [1.126, 3.116, 1.039], [2.614, 3.354, 0.125], [4.646, 2.543, 0.972], [4.647, 1.132, 2.025], [4.577, 2.761, 2.728], [3.308, 1.132, 4.117], [4.260, -0.340, 3.826], [2.697, -0.433, 4.649], [1.630, -1.547, 1.381], [0.938, -1.428, 3.004], [2.538, -2.177, 2.770]],
  "atomic_forces_ev_per_a": [[-0.371, -0.237, 0.081], [0.024, 0.039, -0.009], [0.045, -0.109, 0.045], [-0.099, 0.046, 0.012], [0.045, -0.003, -0.053], [0.011, -0.009, 0.001], [-0.191, -0.097, 0.209], [0.017, -0.038, -0.085], [0.174, -0.218, -0.082], [-0.033, 0.201, 0.063], [-0.035, -0.014, 0.151], [-0.114, 0.138, 0.178], [-0.272, 0.013, 0.006], [0.088, -0.043, 0.049], [0.124, 0.151, -0.236], [-0.004, -0.054, 0.029], [-0.044, 0.002, 0.041], [0.007, 0.010, -0.004], [0.041, 0.019, 0.036], [0.001, -0.001, 0.009], [-0.001, 0.004, -0.013], [0.011, 0.003, -0.007], [0.002, -0.002, -0.006], [-0.004, 0.003, -0.032], [-0.214, -0.067, 0.148], [0.780, -0.237, -0.725], [-0.302, 0.204, 0.524], [0.356, 0.215, -0.354], [-0.036, -0.104, -0.124], [-0.076, -0.070, 0.037], [0.019, -0.001, -0.020], [0.008, 0.018, 0.004], [-0.008, -0.005, 0.007], [0.008, -0.010, 0.001], [-0.006, 0.018, -0.006], [-0.167, 0.279, 0.153], [0.017, -0.049, -0.073], [0.006, 0.000, 0.026], [0.004, -0.005, 0.007], [-0.012, 0.006, 0.007], [0.002, -0.021, 0.006], [0.037, -0.034, -0.009], [0.009, -0.027, 0.052], [-0.034, 0.035, -0.061], [-0.032, 0.004, 0.013], [0.044, 0.010, 0.009], [0.002, 0.005, -0.005], [-0.004, -0.002, 0.000], [0.001, 0.001, 0.001], [0.001, 0.005, 0.003], [-0.005, 0.007, -0.001], [0.001, 0.009, 0.002], [-0.003, 0.013, -0.005], [-0.001, 0.009, 0.009], [0.035, -0.006, -0.005], [0.001, 0.003, 0.003], [-0.009, 0.001, 0.005], [0.014, -0.002, -0.002], [-0.004, 0.002, -0.001], [-0.016, 0.028, 0.004], [-0.011, -0.003, 0.016], [0.020, -0.011, -0.012], [-0.008, 0.006, 0.009], [0.005, -0.005, 0.005], [-0.004, -0.002, -0.003], [0.002, -0.003, -0.001], [-0.001, -0.004, -0.006], [0.001, -0.013, -0.009], [0.000, -0.011, 0.000], [0.013, -0.004, -0.008], [-0.018, -0.013, 0.004], [0.007, 0.002, -0.025], [0.005, 0.012, 0.007], [0.001, -0.005, 0.015], [-0.001, -0.030, -0.010], [0.043, 0.000, 0.064], [-0.024, 0.032, 0.027], [-0.024, -0.181, -0.120], [0.082, 0.170, 0.038], [0.108, 0.030, 0.007], [-0.046, -0.033, 0.004], [0.016, 0.011, -0.019], [0.036, 0.007, -0.023], [-0.013, 0.003, 0.045], [-0.023, -0.001, -0.013], [0.003, -0.003, -0.001], [-0.012, -0.031, 0.011], [-0.001, -0.008, 0.008], [0.016, 0.027, -0.016], [0.006, 0.009, -0.008], [-0.006, 0.019, 0.004], [-0.006, 0.002, 0.004], [0.000, -0.006, 0.000], [-0.005, -0.001, 0.001]],
  "multiplicity": 2,
  "max_force_ev_per_a": 1.09,
  "homo_energy_ha": [-0.1760, -0.2065],
  "lumo_energy_ha": [0.0741, 0.0572],
  "e_tot_ev": -77651.428,
  "total_charge": -1,
  "gap_ev": [6.8, 7.2]
}

[3]
{
  "formula": "C3H4F3N",
  "method": "wB97M-V/def2-TZVPD",
  "species": ["C", "C", "F", "C", "N", "F", "F", "H", "H", "H", "H"],
  "xyz": [[-1.529, 0.368, -1.226], [-0.829, -0.111, 0.104], [-1.256, -1.171, 0.703], [0.583, 0.276, 0.357], [1.364, -0.902, 0.562], [1.207, 1.056, -0.540], [0.542, 1.176, 1.456], [-2.572, -0.057, -1.364], [-1.213, 1.178, -1.945], [1.359, -1.131, 1.542], [2.345, -0.682, 0.351]],
  "atomic_forces_ev_per_a": [[1.311, -2.069, 5.498], [-2.834, 3.664, -9.365], [-0.542, -0.698, 1.077], [0.923, 0.546, 1.666], [0.893, 0.856, 0.119], [-0.628, -0.406, -1.144], [0.083, -0.974, 0.248], [1.560, 0.449, 0.116], [0.039, -0.980, 1.485], [-0.306, -0.372, 0.345], [-0.500, -0.016, -0.046]],
  "multiplicity": 1,
  "max_force_ev_per_a": 10.45,
  "homo_energy_ha": -0.3417,
  "smiles": "C=C(F)C(N)(F)F",
  "lumo_energy_ha": 0.0134,
  "e_tot_ev": -12816.129,
  "gap_ev": 9.7
}